# 1
This record from the Open Molecules 2025 dataset describes a single C5H6F2 molecule. The level of theory is ωB97M-V/def2-TZVPD.

Results
Energy (a.u.): -393.79977
HOMO energy (eV): -9.9
Relative energy (zero: lowest compared OMol25 entry of this formula, charge and spin) (eV): 0.054
LUMO level (eV): 0.85
SMILES: C=CC(F)(F)C=C

Structure (ORCA input):
```
! RIJCOSX wB97M-V def2-TZVPD def2/J DEFGRID3
* xyz 0 1
F 0.9244 0.4753 0.9250
F -1.0488 -0.4000 1.4183
C -0.9081 0.8490 -0.5454
C 0.1392 -1.2881 -0.3478
C -0.1967 -0.0394 0.4073
C 1.3396 -1.4992 -0.8767
C -0.3324 1.8793 -1.1187
H -1.9565 0.5869 -0.7866
H -0.7897 2.4393 -1.9089
H 2.1866 -0.8038 -0.6943
H 1.4469 -2.4170 -1.4710
H -0.7063 -1.9613 -0.5165
H 0.6894 2.0701 -0.8248
*
```

Atom charges from the Mulliken analysis, given in e for atoms 1 to 2: atom 1 (F): -0.27, atom 2 (F): -0.32

=====

# 2
This record from the Open Molecules 2025 dataset describes a molecular structure, C8H24K4O12P. The level of theory is ωB97M-V/def2-TZVPD.

Results
Energy (a.u.): -3963.26473
HOMO energy (eV): -11.5
Relative energy (zero: lowest compared OMol25 entry of this formula, charge and spin) (eV): 0.714
LUMO level (eV): -4.65

Structure (ORCA input):
```
! RIJCOSX wB97M-V def2-TZVPD def2/J DEFGRID3
* xyz 1 1
K 0.1760 -3.0264 -2.0964
K -2.4241 -4.2117 1.0579
K 0.8861 1.7335 0.6135
K 0.9306 -3.4292 1.7801
P -0.2660 -0.9212 0.3153
O -1.5579 2.0725 -0.9952
O -3.5001 -0.2712 -0.7849
O 2.4337 0.5572 -2.7203
O 3.0789 0.1628 2.3362
O -0.3781 -0.3045 -3.8487
O 3.6502 -1.5275 -0.1404
O -1.2338 0.1081 0.8975
O 1.0894 -0.8368 1.0230
O 0.1412 -0.4726 -1.1132
O -1.4878 2.0001 2.9112
O -0.8469 -2.3549 0.3629
O -2.3009 -1.0669 3.1330
C 4.3301 -0.0792 1.6953
C -1.8267 -0.1069 4.1277
C 4.3082 -1.4754 1.1112
C -2.5078 1.6382 -1.9926
C -2.3259 1.3138 3.8427
C -3.7233 0.9933 -1.3889
C 0.5533 0.7343 -4.2362
C 2.0050 0.3819 -4.0668
H -2.3469 1.8588 4.7924
H -3.3515 1.2888 3.4558
H 5.1635 0.0237 2.3960
H -4.2438 1.6971 -0.7285
H 2.3879 -0.2755 1.7854
H 0.3659 1.6063 -3.6014
H 4.5013 0.6885 0.9307
H -1.5175 1.4567 2.1019
H -1.9079 -0.8254 2.2771
H 5.2715 -1.9742 1.0364
H -0.3436 -0.3596 -2.8669
H -4.4555 0.8165 -2.1869
H -1.4443 1.2398 -0.4845
H 2.2483 -0.6343 -4.4017
H 0.2983 0.9713 -5.2675
H -2.8201 -0.1465 -0.0963
H -2.1781 -0.4654 5.0893
H -2.8842 2.5863 -2.4053
H -0.7346 -0.0638 4.0181
H 2.6983 -1.4008 0.0156
H 1.7902 0.1593 -2.1077
H 3.7270 -2.0467 1.8630
H 2.6281 1.0896 -4.6179
H -2.0556 1.0985 -2.8210
*
```

Atom charges from the Mulliken analysis, given in e for atoms 1 to 2: atom 1 (K): 1.08, atom 2 (K): 1.07

=====

# 3
This record from the Open Molecules 2025 dataset describes 2 unconnected molecules or ions with the total composition C4H12. The level of theory is ωB97M-V/def2-TZVPD.

Results
Energy (a.u.): -159.51797
HOMO energy (alpha / beta) (eV): 1.5 / -7.6
Relative energy (zero: lowest compared OMol25 entry of this formula, charge and spin) (eV): 0.331
LUMO level (alpha / beta) (eV): 4.27 / 4.35

Structure (ORCA input):
```
! RIJCOSX wB97M-V def2-TZVPD def2/J DEFGRID3
* xyz -1 2
C 0.1690 2.7681 0.2371
C -0.0307 -1.5624 0.1269
C 0.6943 1.6374 -0.6419
C -0.7920 -2.8527 0.3360
H -0.0784 1.2800 -1.3372
H -0.7202 -0.7342 0.3334
H 0.4843 2.7094 1.2826
H -0.1119 -3.6920 0.4402
H 0.4697 3.7325 -0.1742
H -1.4523 -2.8553 1.2018
H 0.3730 -1.4371 -0.8784
H 1.0513 0.7427 -0.1578
H -0.9205 2.7832 0.3393
H -1.3392 -3.1907 -0.5483
H 1.3984 2.0382 -1.3631
H 0.8052 -1.3673 0.8037
*
```

Atom charges from the Mulliken analysis, given in e for atoms 1 to 2: atom 1 (C): -1.73, atom 2 (C): -2.11

=====

# 4
This record from the Open Molecules 2025 dataset describes a molecular structure, C39H35N6O6RbS. The level of theory is ωB97M-V/def2-TZVPD.

Results
Energy (a.u.): -2709.48342
HOMO energy (eV): -2.0
Relative energy (zero: lowest compared OMol25 entry of this formula, charge and spin) (eV): 0.000
LUMO level (eV): 3.88

Structure (ORCA input):
```
! RIJCOSX wB97M-V def2-TZVPD def2/J DEFGRID3
* xyz -2 1
Rb 1.6880 -0.2547 1.4157
S -0.9991 1.4119 3.0960
O 5.6021 0.6506 3.7895
O 3.4539 1.6646 0.5333
O 4.2464 -0.4035 2.3329
O -0.7362 -3.1778 -1.9359
O -0.8509 1.9199 4.4402
O -0.2521 2.0764 2.0497
N -0.5708 -2.3098 3.5805
N -6.7389 2.1225 1.5772
N -0.6682 -0.1326 2.9393
N 3.3235 -0.5349 -1.7760
N 2.8778 0.0221 -2.7865
N -2.0567 -0.8250 4.7247
C -5.3830 1.9803 1.9443
C -2.6370 -1.7512 -2.0540
C 5.3659 2.5970 -0.5486
C -3.5439 -1.4218 -3.0629
C -3.7024 1.6246 3.6401
C 7.5302 2.3853 0.4632
C 7.4553 -1.3256 -1.8097
C 6.7307 2.8364 -0.5768
C 6.7499 -1.2071 -0.6212
C -2.0180 -1.8931 0.4058
C -1.9173 -3.1156 5.3769
C 6.7893 -1.1978 -3.0253
C -5.2158 -0.9204 -1.3825
C -4.8283 -1.0176 -2.7118
C 5.5883 1.3901 1.5456
C -4.2874 -1.2322 -0.3967
C 1.4863 0.4024 -2.7524
C -1.1152 -1.0761 3.7811
C 5.3815 -0.9720 -0.6398
C 5.0798 0.4728 2.6781
C 4.7275 -0.8221 -1.8556
C 6.9465 1.6820 1.5091
C 5.4293 -0.9382 -3.0532
C 4.7960 1.8837 0.5032
C -0.5681 0.9563 -1.8044
C -1.0944 1.2570 -3.0583
C -2.4288 -1.8345 5.4910
C -2.7141 1.6334 2.6658
C -0.9723 -3.2822 4.3696
C -5.0295 1.7960 3.2797
C 0.7497 0.5203 -1.5611
C -1.2724 -2.2220 -2.4446
C -6.6027 -0.4783 -0.9989
C -3.1589 -1.5098 -4.5183
C -3.0601 1.8125 1.3350
C -4.3869 1.9821 0.9727
C -0.3012 1.1234 -4.1954
C -2.9990 -1.6503 -0.7046
C 1.0083 0.6994 -4.0329
H -2.8093 -2.5095 -4.7838
H -3.4125 1.4849 4.6716
H -6.5698 0.3919 -0.3406
H -7.1967 -0.2292 -1.8796
H -0.5192 -4.2552 4.1923
H -1.2404 1.0752 -0.9552
H -5.5380 -0.7724 -3.4965
H 7.5411 1.3238 2.3407
H 4.8957 -0.8184 -3.9859
H 4.7274 2.9489 -1.3529
H -3.1847 -1.6064 6.2407
H 7.3379 -1.2934 -3.9558
H 8.5231 -1.5112 -1.7930
H 7.1622 3.3767 -1.4117
H -0.7345 -1.6034 -3.1840
H -7.3074 2.5107 2.3147
H -2.2777 1.8373 0.5890
H -6.8596 2.6532 0.7272
H 1.6733 0.5995 -4.8857
H -5.8035 1.7919 4.0407
H -1.6609 -2.9213 0.4197
H -2.1243 1.5942 -3.1532
H 8.5976 2.5729 0.4567
H -2.3529 -0.8110 -4.7498
H -2.2318 -3.9267 6.0177
H 3.0395 1.9218 -0.3019
H -4.6487 2.1153 -0.0720
H -4.0140 -1.2719 -5.1522
H -1.1454 -1.2437 0.3061
H 4.8260 -0.8539 0.2868
H -2.4744 -1.6613 1.3671
H 7.2597 -1.2837 0.3312
H -0.6888 1.3604 -5.1809
H -4.5617 -1.1191 0.6474
H -7.1244 -1.2637 -0.4477
*
```

Atom charges from the Mulliken analysis, given in e for atoms 1 to 2: atom 1 (Rb): 0.75, atom 2 (S): 1.57

=====

# 5
This record from the Open Molecules 2025 dataset describes a gas-phase ion, CHF2OS2 (charge -1). The level of theory is ωB97M-V/def2-TZVPD.

Results
Energy (a.u.): -1110.07751
HOMO energy (eV): -3.7
Relative energy (zero: lowest compared OMol25 entry of this formula, charge and spin) (eV): 0.559
LUMO level (eV): 3.82

Structure (ORCA input):
```
! RIJCOSX wB97M-V def2-TZVPD def2/J DEFGRID3
* xyz -1 1
S -2.4517 1.1501 0.1344
S -2.1430 -0.7862 0.4287
F 0.6638 -1.5833 0.1623
F 0.3222 -0.3564 1.8845
O -2.2919 -1.6141 -0.8752
C -0.1249 -0.5639 0.6364
H 0.0826 0.2627 0.1432
*
```

Atom charges from the Mulliken analysis, given in e for atoms 1 to 2: atom 1 (S): -0.55, atom 2 (S): 0.30

=====

# 6
This record from the Open Molecules 2025 dataset describes a gas-phase ion, C4H8N3 (charge +1). The level of theory is ωB97M-V/def2-TZVPD.

Results
Energy (a.u.): -321.15467
HOMO energy (eV): -16.0
Relative energy (zero: lowest compared OMol25 entry of this formula, charge and spin) (eV): 3.718
LUMO level (eV): -4.45
SMILES: CC[n+]1ccn[nH]1

Structure (ORCA input):
```
! RIJCOSX wB97M-V def2-TZVPD def2/J DEFGRID3
* xyz 1 1
N -0.2996 -0.0473 -0.3996
N -2.3195 -0.7351 0.0952
N -1.1106 -1.1096 -0.2812
C 1.1144 -0.0339 -0.7181
C -2.2644 0.5657 0.4023
C 1.8602 -0.2354 0.6153
C -1.0069 0.9790 0.0663
H -0.6148 1.9849 0.2508
H -3.1344 1.2612 0.5205
H -1.0971 -2.1014 -0.5143
H 1.8113 -1.2063 1.0413
H 2.9524 -0.0688 0.3442
H 1.5188 0.5757 1.3648
H 1.4251 0.9992 -1.1756
H 1.1651 -0.8280 -1.6117
*
```

Atom charges from the Mulliken analysis, given in e for atoms 1 to 2: atom 1 (N): 0.34, atom 2 (N): -0.44

=====

# 7
This record from the Open Molecules 2025 dataset describes a single C11H20N2O3 molecule. The level of theory is ωB97M-V/def2-TZVPD.

Results
Energy (a.u.): -766.40027
HOMO energy (eV): -9.3
Relative energy (zero: lowest compared OMol25 entry of this formula, charge and spin) (eV): 0.685
LUMO level (eV): 0.82
SMILES: CC(C)C[C@H](N)C(=O)N1CCC[C@H]1C(=O)O

Structure (ORCA input):
```
! RIJCOSX wB97M-V def2-TZVPD def2/J DEFGRID3
* xyz 0 1
O -1.5976 0.2138 -1.6569
O -1.9137 -2.8252 -1.8739
O -1.3223 -2.4918 -4.0710
N 0.0231 -1.1896 -1.0140
N -0.7282 -0.7274 1.6384
C 0.0904 1.5617 0.8606
C 0.6261 3.7445 1.8523
C -0.4043 2.6884 1.7196
C -1.2290 -2.3221 -2.7317
C 1.2122 -1.6361 -0.2192
C 2.1706 -2.0167 -1.3283
C -0.9574 0.3958 0.6760
C -0.8579 -0.1972 -0.7841
C 1.2719 -2.5526 -2.4917
C 0.0576 -1.5831 -2.4301
C -0.8549 2.2729 3.1596
H 1.5653 -0.8533 0.4496
H -1.5592 -1.3210 1.5569
H 0.3990 1.9570 -0.1113
H 0.1189 -0.7898 -3.1312
H 2.7438 -1.1498 -1.6992
H 0.7029 4.4515 1.0500
H 1.7247 -2.6431 -3.4777
H 2.8196 -2.7906 -0.9731
H 0.9203 -2.5176 0.3498
H -1.9730 0.8218 0.7811
H 1.0329 1.1258 1.2047
H -1.1610 3.1330 3.7743
H 0.0018 1.8059 3.6600
H 1.6389 3.3395 1.9296
H -1.6697 1.5545 3.1304
H -0.7493 -0.3153 2.5760
H -2.1445 -3.0381 -4.2160
H 0.4563 4.3244 2.7975
H 0.8717 -3.5347 -2.2530
H -1.3259 3.1048 1.2958
*
```

Atom charges from the Mulliken analysis, given in e for atoms 1 to 2: atom 1 (O): -0.69, atom 2 (O): -0.56

=====

The highest energy belongs to which entry?
C4H12